Molecular formula: C5H2BrN
Method: DFT, ωB97M-V/def2-TZVPD

CARTESIAN COORDINATES (ANGSTROEM)
C  -0.625  0.877  2.065
C  -0.208  0.611  0.740
C  -0.952  1.435  3.104
C  0.808  -2.236  -2.446
C  0.061  0.710  -0.440
N  0.583  -1.490  -1.624
Br  0.476  1.141  -2.180
H  -1.044  1.796  4.083
H  0.901  -2.844  -3.301

Calculated values
Relative energy (zero: lowest compared OMol25 entry of this formula, charge and spin) = 38.50 kcal per mole
Lowest unoccupied orbital energy = 0.54 eV
E_tot = -76744.164 eV
HOMO energy = -9.1 eV
Spin multiplicity = 1
Structure (SMILES) = C#CC#CBr.C#N
HOMO-LUMO gap = 0.3539 Eh